Formula: C2H7N3O
Source: OMol25
Level of theory: the ωB97M-V functional and the def2-TZVPD basis

```
13
Properties=species:S:1:pos:R:3:nbo_charge:R:1
C -1.149 0.429 -1.003 -0.36
N 0.778 0.692 0.635 -0.47
C -0.073 -0.285 0.662 0.59
N 2.023 0.555 1.285 -0.66
O -1.127 -0.608 -1.952 -0.72
N -0.281 -1.470 0.966 -0.75
H -0.841 -1.414 -1.501 0.47
H 0.068 0.867 -0.548 0.37
H 2.507 1.440 1.230 0.37
H 2.532 -0.275 0.993 0.36
H -1.223 -1.758 1.201 0.39
H -1.139 1.385 -1.550 0.21
H -2.076 0.441 -0.418 0.18
```

Results
Energy ... -8699.9045 eV
Multiplicity ... 1
Kohn-Sham gap ... 9.16 eV
Energy relative to the best compared isomer or geometry (same formula, charge and spin) ... 6.372 eV